Entry w
{
  "formula": "H30O15",
  "method": "ωB97M-V with the def2-TZVPD basis set",
  "elements": ["O", "H", "H", "O", "H", "H", "O", "H", "H", "O", "H", "H", "O", "H", "H", "O", "H", "H", "O", "H", "H", "O", "H", "H", "O", "H", "H", "O", "H", "H", "O", "H", "H", "O", "H", "H", "O", "H", "H", "O", "H", "H", "O", "H", "H"],
  "xyz": [[5.6049, -13.1402, 19.6292], [6.5141, -13.4462, 19.7005], [4.9356, -13.8532, 19.6599], [5.0148, -11.9462, 16.8740], [4.9151, -12.8871, 16.6943], [4.3338, -11.8679, 17.5192], [4.1342, -9.2657, 18.2164], [4.1136, -8.7931, 17.3986], [4.9774, -9.6022, 18.3850], [4.6074, -10.8984, 21.0046], [4.6306, -11.6337, 20.4196], [4.0219, -11.0657, 21.7257], [5.9713, -14.3661, 14.8624], [6.7735, -14.2795, 14.3591], [6.2325, -14.6769, 15.7159], [2.9305, -12.5077, 18.5812], [2.6654, -12.8778, 19.3929], [2.2191, -12.7237, 17.9839], [3.8797, -15.3141, 19.0783], [3.7398, -16.2525, 19.0117], [3.6631, -15.0178, 18.1714], [6.5246, -15.0281, 17.4346], [7.4768, -15.1717, 17.5197], [5.9810, -15.0393, 18.2293], [7.6617, -11.9071, 17.5067], [6.7224, -11.8373, 17.2604], [8.1476, -11.3549, 16.9298], [3.4317, -10.2510, 15.4348], [3.3036, -9.3207, 15.3689], [4.1258, -10.4237, 16.0588], [2.8298, -12.8752, 14.6895], [2.0120, -12.5831, 14.4097], [3.1334, -12.0395, 14.9620], [2.0294, -10.2697, 19.7612], [2.8255, -9.7515, 19.4779], [2.1954, -11.0534, 19.2165], [6.1700, -9.5889, 15.7676], [6.9440, -9.0791, 15.9650], [5.8273, -9.2508, 14.9348], [5.3718, -11.6910, 13.4972], [5.1182, -10.7708, 13.3812], [4.5625, -12.1347, 13.8300], [3.0622, -14.8451, 16.4823], [3.0188, -14.1566, 15.8334], [2.7483, -15.5735, 15.9318]],
  "lowdin_charge": [-0.058, 0.060, 0.013, -0.039, 0.045, 0.000, 0.005, 0.030, 0.027, -0.034, -0.040, 0.029, -0.042, 0.035, -0.042, -0.011, 0.056, 0.082, -0.060, 0.056, 0.004, -0.045, 0.076, 0.016, -0.059, -0.019, -0.003, -0.031, 0.047, -0.024, 0.015, 0.042, -0.023, -0.109, 0.007, -0.038, -0.027, 0.047, 0.042, -0.062, 0.014, 0.006, -0.041, -0.025, 0.077],
  "mol_weight_g_mol": 270.225,
  "orbital_gap_ev": 9.571,
  "charge": 0
}



Entry x
{
  "formula": "H30O15",
  "method": "ωB97M-V with the def2-TZVPD basis set",
  "elements": ["H", "H", "H", "H", "H", "H", "H", "H", "H", "H", "H", "H", "H", "H", "H", "H", "H", "H", "H", "H", "H", "H", "H", "H", "H", "H", "H", "H", "H", "H", "O", "O", "O", "O", "O", "O", "O", "O", "O", "O", "O", "O", "O", "O", "O"],
  "xyz": [[-0.3259, -0.1898, -1.3538], [0.7523, 0.4914, -0.5346], [-0.0456, 1.8495, 0.2243], [-0.3704, 1.0538, 1.4206], [1.3008, 3.2058, 0.1537], [2.8579, 2.8454, 0.4663], [2.4012, -3.6672, -1.6643], [1.7959, -2.3467, -1.3201], [-2.0066, -0.8854, 4.2115], [-1.6184, -0.7028, 2.7795], [2.9574, 0.4857, 1.6696], [4.3910, 0.6775, 1.3977], [3.7296, -0.7738, -3.2337], [3.6532, -1.1923, -1.6619], [1.1126, -2.1675, 2.5536], [2.6215, -2.3569, 3.1288], [4.6772, 1.9088, -1.1645], [4.3870, 0.4270, -1.2001], [-3.2381, -3.8979, 0.4057], [-2.8140, -2.8830, 1.4804], [-1.7162, 2.7654, -1.1323], [-1.5366, 3.6238, -2.3861], [-1.6258, -1.9864, 0.7076], [-0.4367, -2.3897, -0.1407], [-4.9772, 2.9740, -0.7828], [-3.9894, 2.0391, -1.5587], [-2.5386, 2.3355, 2.9852], [-2.3299, 1.5288, 1.7602], [-3.8365, -1.3433, -4.1330], [-3.4981, -1.3529, -2.6219], [0.4665, 0.3442, -1.4599], [0.3552, 1.6093, 0.9989], [2.0375, 3.4076, 0.7055], [2.7138, -2.8115, -1.2683], [-2.0110, -1.3465, 3.3296], [3.6365, 1.1446, 1.7941], [3.4643, -1.4779, -2.6416], [1.8758, -2.8094, 2.7132], [4.3429, 1.1486, -1.7269], [-3.0676, -3.0243, 0.5347], [-1.6756, 3.6729, -1.3548], [-1.2952, -1.8206, -0.1529], [-4.8978, 2.0978, -1.1632], [-1.8794, 1.7015, 2.5740], [-3.7996, -1.9122, -3.3384]],
  "lowdin_charge": [-0.002, 0.009, -0.040, 0.065, -0.014, 0.055, 0.076, 0.081, 0.083, -0.033, 0.021, 0.045, 0.031, 0.077, 0.053, 0.031, 0.085, -0.064, 0.005, 0.063, -0.033, 0.120, -0.038, 0.106, 0.029, 0.035, 0.104, 0.025, 0.046, 0.014, -0.063, -0.050, -0.085, -0.140, -0.047, -0.037, -0.131, -0.087, -0.024, -0.026, -0.071, -0.084, -0.072, -0.053, -0.063],
  "mol_weight_g_mol": 270.225,
  "orbital_gap_ev": 9.582,
  "charge": 0
}



Entry y
{
  "formula": "H30O15",
  "method": "ωB97M-V with the def2-TZVPD basis set",
  "elements": ["O", "H", "H", "O", "H", "H", "O", "H", "H", "O", "H", "H", "O", "H", "H", "O", "H", "H", "O", "H", "H", "O", "H", "H", "O", "H", "H", "O", "H", "H", "O", "H", "H", "O", "H", "H", "O", "H", "H", "O", "H", "H", "O", "H", "H"],
  "xyz": [[0.9128, 2.8414, 2.6948], [1.0853, 3.7780, 2.7916], [0.0636, 2.6893, 2.2565], [-3.3100, 0.9708, 0.5863], [-2.6952, 0.6580, -0.0823], [-4.2406, 0.9850, 0.3653], [1.4446, 3.0718, -1.0583], [1.4310, 3.9809, -0.8266], [0.8934, 2.5262, -0.4947], [2.7357, 0.8576, 2.7205], [2.5372, 1.6673, 3.1806], [2.8521, 1.0342, 1.7847], [-1.3312, -1.7980, -2.0433], [-1.2966, -1.4289, -1.1495], [-1.0013, -2.6954, -1.8829], [-2.0101, 0.5998, -2.6571], [-1.1060, 0.3010, -2.5563], [-2.6408, 0.1844, -3.2328], [3.4559, -1.6659, 1.6640], [3.7849, -2.0779, 2.4646], [3.7128, -0.7445, 1.6772], [-1.6778, 2.3191, 1.7933], [-2.3768, 2.9033, 1.4869], [-1.7071, 2.4000, 2.7533], [0.9263, -3.7832, 2.7017], [1.6030, -3.8011, 2.0218], [0.6783, -2.8846, 2.8988], [-0.6889, 3.5988, -3.3183], [-0.8049, 2.7602, -3.7577], [0.1484, 3.7600, -2.8866], [-3.4115, -2.5280, 2.4056], [-3.8605, -1.6804, 2.3358], [-2.4892, -2.3016, 2.4608], [3.2218, -0.6863, -3.5891], [2.4248, -0.3715, -3.1337], [3.7519, 0.1048, -3.7027], [0.3398, -0.2613, 0.9101], [0.1431, -1.0261, 1.4610], [0.2612, 0.4363, 1.5498], [0.6237, 0.0092, -2.9568], [0.1501, -0.7926, -2.6475], [0.9100, 0.0167, -3.8705], [-1.0476, -4.2876, -0.4380], [-1.9383, -4.6157, -0.2940], [-0.4572, -5.0231, -0.3861]],
  "lowdin_charge": [-0.055, 0.053, -0.013, -0.061, 0.024, 0.045, -0.029, 0.021, 0.032, -0.063, 0.010, 0.033, -0.061, 0.048, 0.038, -0.057, -0.032, 0.041, -0.055, 0.037, 0.001, -0.060, 0.062, 0.060, -0.047, 0.028, 0.012, -0.060, 0.009, -0.002, -0.047, 0.028, 0.011, -0.067, -0.016, 0.032, -0.027, 0.027, 0.000, -0.059, 0.038, 0.064, -0.031, 0.054, 0.035],
  "mol_weight_g_mol": 270.225,
  "orbital_gap_ev": 10.479,
  "charge": 0
}



Entry z
{
  "formula": "H30O15",
  "method": "ωB97M-V with the def2-TZVPD basis set",
  "elements": ["H", "H", "H", "H", "H", "H", "H", "H", "H", "H", "H", "H", "H", "H", "H", "H", "H", "H", "H", "H", "H", "H", "H", "H", "H", "H", "H", "H", "H", "H", "O", "O", "O", "O", "O", "O", "O", "O", "O", "O", "O", "O", "O", "O", "O"],
  "xyz": [[-0.3790, 1.1460, 0.3276], [0.4205, 0.1737, -0.5286], [-4.0019, 1.7024, -2.0778], [-2.9512, 0.5984, -2.3683], [0.3900, 2.6475, -0.9361], [1.9000, 2.5041, -0.9401], [-0.2019, 0.9198, -3.2940], [-1.0624, 1.5084, -2.1831], [-3.1634, -2.9633, 1.6641], [-4.2683, -2.6414, 0.5868], [2.8081, 2.3629, -3.3227], [4.0596, 1.5752, -3.0803], [-2.3587, -3.1415, -0.2824], [-3.2733, -2.7004, -1.6046], [-1.6465, 3.9343, 2.1156], [-2.2891, 5.3182, 2.5157], [3.0888, 1.4670, 1.5090], [1.6846, 2.2374, 1.6679], [2.1818, -0.8716, 3.5002], [1.1698, -0.1690, 4.3088], [-0.2777, -1.6452, 2.6483], [0.0310, -1.0254, 1.4132], [-3.9818, -0.4385, 0.7334], [-4.5939, 0.0862, -0.5380], [3.3233, -4.0957, 0.4237], [3.6510, -2.8500, -0.3953], [2.2230, -1.7770, -1.6232], [1.3841, -3.0653, -1.6437], [4.2767, 0.3949, 0.6284], [3.1840, -0.2962, -0.2785], [-0.2088, 0.1587, 0.2229], [-3.6773, 0.8726, -1.7962], [1.0910, 2.2529, -0.4730], [-1.0215, 0.8192, -2.8400], [-3.3616, -2.4791, 0.8163], [3.1611, 1.7161, -2.8228], [-3.1507, -3.3301, -0.8023], [-2.3816, 4.5117, 1.9515], [2.6800, 2.3043, 1.7435], [1.3439, -1.0250, 3.8831], [-0.6477, -0.9859, 2.0132], [-4.2556, 0.3854, 0.2791], [2.9686, -3.2393, 0.1178], [2.0465, -2.6004, -1.1676], [4.0865, -0.2570, -0.0716]],
  "lowdin_charge": [0.077, 0.040, 0.040, 0.026, 0.024, 0.054, 0.032, 0.021, 0.103, 0.063, -0.024, 0.046, 0.044, 0.102, 0.008, 0.058, -0.009, 0.059, 0.012, 0.061, 0.042, -0.059, 0.019, -0.025, 0.066, 0.030, 0.046, 0.059, 0.045, -0.014, -0.100, -0.047, -0.047, -0.021, -0.137, 0.013, -0.149, -0.066, -0.072, -0.034, -0.082, -0.088, -0.109, -0.091, -0.015],
  "mol_weight_g_mol": 270.225,
  "orbital_gap_ev": 7.567,
  "charge": 0
}



Which of them is the most stable? Correct choice: entry w.



Entry w
{
  "formula": "H30O15",
  "method": "ωB97M-V with the def2-TZVPD basis set",
  "elements": ["O", "H", "H", "O", "H", "H", "O", "H", "H", "O", "H", "H", "O", "H", "H", "O", "H", "H", "O", "H", "H", "O", "H", "H", "O", "H", "H", "O", "H", "H", "O", "H", "H", "O", "H", "H", "O", "H", "H", "O", "H", "H", "O", "H", "H"],
  "xyz": [[0.8003, 2.2479, -0.6669], [1.3933, 1.7849, -0.1939], [1.2383, 3.0179, -0.9739], [-2.2787, -2.2191, -1.9369], [-2.7207, -2.0691, -1.0779], [-1.7807, -3.1111, -1.7899], [0.3023, 0.8279, -2.2939], [0.4103, 1.4319, -1.6109], [-0.4987, 0.4129, -1.9219], [0.0123, -0.2031, 0.2901], [-0.9227, 0.0499, -0.0019], [0.3533, -1.0921, 0.2991], [-1.1687, 3.1689, -1.3329], [-1.6517, 2.8339, -0.5759], [-0.1617, 2.9799, -1.2939], [-2.5857, 0.9729, 2.0861], [-2.9757, 1.3759, 1.2981], [-3.2827, 1.0849, 2.8221], [0.1283, -2.7021, 1.1341], [0.9573, -2.9621, 1.8261], [-0.4797, -2.2601, 1.6131], [0.7843, -3.1301, -0.8059], [0.3743, -3.1781, 0.2071], [1.5303, -2.6551, -0.9589], [1.8343, 2.6969, 1.5851], [1.5723, 1.6599, 1.7301], [1.0273, 3.2029, 1.3831], [-2.9397, -1.1591, -0.1399], [-2.8637, -2.0801, 0.3221], [-3.6007, -0.8101, 0.3901], [0.7803, 0.8049, 2.1921], [0.1143, 0.3609, 1.5641], [0.0893, 1.1929, 2.8911], [2.9323, -0.7991, 2.6991], [2.3163, -0.1081, 2.6181], [2.3503, -1.5351, 2.4081], [2.2103, 0.8559, -0.4199], [2.2123, 0.7419, 0.5151], [3.1423, 0.9539, -0.5929], [-1.7477, 0.2799, -2.6529], [-1.5417, 0.0099, -3.5219], [-1.9867, -0.7301, -2.4229], [2.3193, -1.0851, -1.6209], [1.5953, -0.6891, -2.0129], [2.4073, -0.3731, -1.0539]],
  "lowdin_charge": [-0.029, -0.132, 0.121, -0.104, -0.090, 0.120, -0.073, -0.158, -0.034, -0.001, 0.130, 0.051, -0.094, 0.003, -0.006, -0.077, 0.040, 0.102, 0.085, 0.256, 0.045, -0.134, -0.158, -0.090, -0.156, -0.069, 0.043, -0.001, 0.161, 0.042, -0.090, 0.003, 0.185, -0.020, -0.045, 0.025, 0.041, 0.067, 0.156, -0.084, 0.043, 0.062, -0.010, -0.015, -0.110],
  "mol_weight_g_mol": 270.225,
  "orbital_gap_ev": 7.152,
  "charge": 0
}



Entry x
{
  "formula": "H30O15",
  "method": "ωB97M-V with the def2-TZVPD basis set",
  "elements": ["O", "H", "H", "O", "H", "H", "O", "H", "H", "O", "H", "H", "O", "H", "H", "O", "H", "H", "O", "H", "H", "O", "H", "H", "O", "H", "H", "O", "H", "H", "O", "H", "H", "O", "H", "H", "O", "H", "H", "O", "H", "H", "O", "H", "H"],
  "xyz": [[3.0645, -1.2313, -0.7297], [2.7393, -0.3163, -0.7971], [3.8954, -1.0767, -1.1741], [1.1229, 1.6662, 1.6505], [2.0758, 1.4863, 1.8802], [0.7973, 0.8947, 1.1190], [-1.5327, -2.5486, 2.4318], [-1.3195, -2.7383, 3.3409], [-0.7715, -2.2101, 1.9753], [-1.3408, 0.2327, -1.9730], [-1.5813, -0.5327, -1.4866], [-2.1313, 0.5283, -2.3584], [-0.3415, 2.8105, -2.1045], [-0.9476, 2.8721, -2.8638], [-0.5878, 1.9273, -1.7403], [2.0875, -1.3820, 2.4067], [1.7677, -1.6760, 1.5492], [2.4279, -2.1554, 2.8845], [-1.7087, 1.2203, 1.1026], [-2.3806, 0.7174, 1.6168], [-1.3276, 1.8606, 1.6847], [0.8095, -3.1637, 0.7031], [1.6857, -3.3561, 0.3409], [0.2184, -2.9848, -0.0242], [-0.2339, 0.0356, 3.7231], [-1.1287, 0.3011, 3.4077], [0.2892, 0.2532, 2.9500], [-3.9431, 1.7133, -0.4370], [-3.1493, 1.4937, 0.0850], [-4.2379, 2.5530, -0.1538], [-0.3147, 3.6534, 0.2797], [-0.3571, 3.2409, -0.6290], [0.1500, 2.9497, 0.7403], [2.0290, 1.3023, -1.0500], [2.3150, 1.6295, -0.1996], [1.8991, 2.0637, -1.6057], [0.2042, -0.4428, 0.2431], [-0.5414, 0.2055, 0.4820], [0.2562, -0.5164, -0.7055], [-0.5355, -2.7583, -1.9056], [-1.3370, -2.9553, -2.4253], [-0.0904, -3.5898, -2.1119], [0.8792, -0.8510, -3.6280], [0.9828, 0.0290, -3.3551], [0.1432, -1.1543, -3.1388]],
  "lowdin_charge": [-0.056, -0.017, 0.036, -0.093, 0.108, -0.004, -0.052, 0.034, -0.025, -0.003, 0.038, 0.051, -0.052, 0.091, 0.031, -0.064, -0.031, 0.055, -0.039, 0.116, 0.058, -0.058, 0.060, -0.004, -0.059, 0.031, -0.032, -0.050, -0.016, 0.016, -0.087, -0.030, -0.040, -0.029, 0.042, 0.054, -0.075, 0.034, 0.015, -0.041, 0.083, 0.078, -0.016, -0.012, -0.046],
  "mol_weight_g_mol": 270.225,
  "orbital_gap_ev": 10.216,
  "charge": 0
}



Which of them is the most stable? Correct choice: entry x.